Entry 1:
7 unconnected molecules or ions with the total composition C16H47BFO6 in a non-equilibrium geometry, computed with ωB97M-V with the def2-TZVPD basis set.

Calculated values
Highest occupied orbital energy (eV): -4.506
Charge: -1
Gap between HOMO and LUMO (eV): 6.710
Total energy (eV): -33025.91902
ΔE to the lowest compared entry with this formula, charge and spin (kJ/mol): 430.2

The geometry in XYZ format:
```
71
Properties=species:S:1:pos:R:3:forces:R:3:lowdin_charge:R:1
C -0.247210 3.649361 3.551447 -0.32 -0.56 0.13 -0.157
C -1.077899 2.664891 2.489929 -1.11 0.48 1.58 -0.251
C -1.005952 1.131660 3.058801 1.38 -0.45 -0.45 -0.225
C -1.640121 -0.016296 2.082030 -0.58 -0.42 0.24 -0.210
C -2.517624 0.534081 0.815293 0.06 -1.22 -0.75 -0.215
C -1.586735 0.614298 -0.569926 -0.30 -1.45 -0.22 -0.201
C -2.123484 -0.572771 -1.619047 -0.33 0.26 -0.30 -0.244
C -1.448996 -0.447056 -3.122586 -0.44 0.86 0.66 -0.255
B -0.538925 -1.800555 -3.514909 -0.96 1.43 -0.28 -0.598
C 0.190363 -1.624703 -4.977815 0.54 -0.32 -1.48 -0.222
C 1.652069 -2.352941 -5.120702 -0.73 0.89 -1.65 -0.179
F 2.186413 -2.943736 -3.872388 -0.58 0.90 -1.90 -0.170
H -0.021076 2.986264 4.515757 -0.30 1.59 -2.04 0.077
H 0.765511 4.019838 3.074555 -2.03 -0.66 1.08 0.068
H -0.918067 4.561441 3.919222 1.64 -1.90 -0.94 0.071
H -2.216620 3.006416 2.597393 2.41 -0.73 -0.54 0.104
H -0.749678 2.804514 1.375706 -0.52 -0.53 2.22 0.112
H 0.153463 0.873816 3.178997 -2.38 0.57 -0.17 0.096
H -1.460240 1.019627 4.145749 0.75 0.61 -2.27 0.112
H -2.330232 -0.700872 2.761506 1.48 1.46 -1.44 0.080
H -0.795707 -0.723139 1.645342 -1.69 1.61 0.88 0.116
H -3.322359 -0.314988 0.574943 1.62 1.84 0.54 0.095
H -3.135487 1.507243 1.012248 1.37 -1.71 -0.18 0.094
H -0.453633 0.320933 -0.337502 -2.44 1.05 -0.35 0.102
H -1.656176 1.648777 -1.111790 0.18 -1.88 1.08 0.097
H -1.859705 -1.657814 -1.205136 -0.43 2.31 -0.57 0.111
H -3.309177 -0.531026 -1.668732 2.82 0.09 0.13 0.071
H -2.303135 -0.261025 -3.933083 1.67 0.02 1.63 0.086
H -0.701629 0.465337 -3.066190 -1.56 -1.27 -0.36 0.077
H -1.319914 -2.680434 -3.622489 -0.58 -1.11 0.19 0.027
H 0.195812 -1.949184 -2.604784 0.78 -0.25 0.68 0.030
H -0.537237 -2.112820 -5.788798 1.71 1.06 1.45 0.093
H 0.256432 -0.483186 -5.230570 0.30 -1.96 0.26 0.081
H 2.418371 -1.555695 -5.531447 -1.08 -1.73 1.21 0.100
H 1.580554 -3.198905 -5.934249 0.36 1.30 1.95 0.105
C 2.890083 0.973550 1.621363 0.01 -0.14 -0.27 -0.167
O 1.958979 0.493654 0.668981 0.13 -0.13 -0.29 -0.136
H 2.345753 1.380204 2.476884 -0.02 -0.07 -0.17 0.061
H 3.527612 0.151236 1.955415 0.16 0.13 0.20 0.075
H 3.499185 1.761550 1.171830 0.17 0.09 0.23 0.073
H 2.470797 0.139237 -0.077819 -0.48 0.12 0.32 0.086
C 5.406488 -3.976750 -2.542182 -0.50 -0.05 -0.04 -0.174
O 4.285412 -4.796093 -2.818137 -0.11 -0.03 -0.05 -0.133
H 6.249454 -4.611453 -2.259097 -0.12 0.02 -0.04 0.075
H 5.668559 -3.403514 -3.434906 0.23 0.16 0.09 0.063
H 5.170022 -3.299670 -1.717756 0.29 0.13 -0.02 0.072
H 3.553913 -4.205654 -3.066271 0.09 -0.25 -0.03 0.047
C -6.213635 -0.988656 -2.365329 0.05 -0.25 0.08 -0.161
O -5.108245 -1.496549 -1.641146 -0.48 -0.55 0.27 -0.152
H -6.008201 0.046579 -2.647581 0.09 -0.18 0.09 0.083
H -6.365281 -1.586661 -3.267342 -0.19 0.16 -0.12 0.075
H -7.107860 -1.022454 -1.738233 -0.22 0.14 -0.16 0.068
H -5.319347 -2.415656 -1.404593 0.30 0.48 -0.14 0.090
C 6.817225 -0.415555 -3.512755 -0.27 -0.03 0.00 -0.170
O 6.071964 -0.678235 -2.338077 -0.40 0.03 0.13 -0.140
H 7.875375 -0.337682 -3.252305 -0.18 -0.03 0.06 0.077
H 6.678579 -1.233661 -4.223891 0.17 0.09 -0.19 0.068
H 6.482735 0.526189 -3.954641 0.19 0.00 -0.21 0.075
H 5.137937 -0.742100 -2.600364 0.45 -0.04 0.21 0.083
C -4.290239 -2.542612 4.813110 -0.06 0.04 -0.25 -0.167
O -4.126161 -1.301898 4.151302 -0.27 0.12 -0.27 -0.146
H -3.821876 -2.484475 5.798420 -0.05 0.08 -0.18 0.078
H -5.355584 -2.755872 4.930568 0.01 -0.24 0.16 0.071
H -3.811455 -3.333480 4.230594 -0.04 -0.20 0.18 0.078
H -4.551432 -1.383740 3.280827 0.33 0.19 0.40 0.083
C 1.245532 6.355105 5.721137 -0.01 0.02 0.17 -0.170
O -0.004082 5.845509 6.148995 -0.29 0.01 0.51 -0.143
H 1.347434 6.189824 4.646020 -0.12 -0.04 0.19 0.072
H 1.293409 7.426916 5.928894 0.24 0.06 -0.12 0.072
H 2.050970 5.835121 6.245463 0.21 0.11 -0.14 0.076
H -0.065989 6.006397 7.105844 -0.05 -0.15 -0.58 0.081
```
Forces are in eV/Å.


Entry 2:
2 unconnected molecules or ions with the total composition C4H8N2O3S2 in a non-equilibrium geometry, computed with ωB97M-V with the def2-TZVPD basis set.

Calculated values
Highest occupied orbital energy (spin up / spin down) (eV): -8.444 / -8.447
Charge: 0
Gap between HOMO and LUMO (spin up / spin down) (eV): 7.923 / 7.926
Total energy (eV): -35066.11370
ΔE to the lowest compared entry with this formula, charge and spin (kJ/mol): 248.5

The geometry in XYZ format:
```
19
Properties=species:S:1:pos:R:3:forces:R:3:nbo_charge:R:1
C 2.979159 0.717418 1.153336 0.55 -0.77 0.08 -0.074
C 1.151713 0.772818 -0.028571 -0.63 -1.83 -1.17 0.289
C -0.475051 -1.701984 -0.662463 1.06 -1.56 -2.01 -0.235
C -1.433455 1.399626 1.144176 5.94 -2.02 -0.25 -0.779
N 1.749972 1.015236 1.142926 -1.37 0.49 1.99 -0.468
N 2.099825 0.553124 -1.003765 -0.51 -0.49 -0.89 -0.722
O -0.890141 1.184101 -1.611751 -0.80 -1.14 -0.71 -0.926
O 0.075821 3.087663 -0.456320 -0.79 -2.25 0.97 -0.933
O 0.145277 -0.994141 0.329280 1.02 1.90 0.28 -0.761
S 3.595982 0.174978 -0.299600 0.08 -0.09 -1.41 0.612
S -0.378455 1.674537 -0.384297 0.70 3.56 0.51 2.115
H 3.611947 0.649906 2.004846 0.26 0.41 0.75 0.233
H -1.251956 -1.202151 -1.240079 -0.02 0.58 -0.06 0.162
H -1.022897 -2.557143 -0.211344 0.57 0.05 -0.11 0.176
H 0.273858 -2.163285 -1.530857 -1.43 0.86 1.94 0.098
H -0.539884 0.936185 1.811082 -2.66 0.65 -1.23 0.284
H -1.689040 2.293346 1.545956 -0.56 3.05 0.83 0.231
H -2.267714 0.818402 0.974492 -1.29 -1.73 -0.56 0.242
H 1.902219 0.211109 -1.960129 -0.10 0.34 1.03 0.458
```
Forces are in eV/Å.


Entry 3:
A single C26H37NO2 molecule, computed with ωB97M-V with the def2-TZVPD basis set.

Calculated values
Highest occupied orbital energy (eV): -8.153
Charge: 0
Gap between HOMO and LUMO (eV): 8.838
Total energy (eV): -33146.50813
ΔE to the lowest compared entry with this formula, charge and spin (kJ/mol): 22.9

The geometry in XYZ format:
```
66
Properties=species:S:1:pos:R:3:forces:R:3:nbo_charge:R:1
C 5.180560 1.412984 -0.911288 0.00 -0.25 0.01 -0.607
H 4.508006 1.728654 -1.704538 -0.04 0.11 -0.09 0.200
C 4.785265 0.043425 -0.371582 -0.09 0.15 0.19 -0.392
C 3.424410 0.039096 0.325029 0.09 -0.07 -0.33 -0.393
C 2.261032 0.328690 -0.619172 0.05 -0.12 0.43 -0.382
H 2.342203 1.342958 -1.012289 -0.02 0.03 -0.11 0.196
H 2.298323 -0.363980 -1.462093 0.02 0.00 -0.11 0.203
C 0.906860 0.182840 0.084406 0.04 0.18 -0.24 -0.440
C -0.213017 0.447263 -0.873774 0.07 -0.13 0.08 -0.179
C -0.838238 1.605327 -1.024311 -0.05 0.02 -0.03 -0.184
C -0.560587 2.854717 -0.231354 0.02 -0.02 0.09 -0.494
C -1.554511 3.930841 -0.538919 0.15 0.00 -0.06 -0.187
C -2.361284 4.553627 0.306367 0.01 0.15 0.08 -0.157
C -2.488194 4.323338 1.785108 0.00 -0.05 -0.12 -0.502
C -3.926509 4.059984 2.138977 -0.02 0.11 0.10 -0.167
C -4.527384 2.887218 2.006314 -0.18 -0.06 -0.02 -0.170
C -3.860381 1.635612 1.519400 0.05 0.02 0.01 -0.514
C -3.051552 0.969587 2.598398 0.03 -0.01 0.10 -0.175
C -2.520861 -0.239398 2.495971 0.06 -0.09 -0.05 -0.174
C -2.651164 -1.130008 1.298478 0.11 -0.11 0.10 -0.459
H -2.006038 -0.755650 0.497285 -0.08 -0.01 -0.05 0.234
C -2.288005 -2.577790 1.621538 -0.20 0.06 -0.19 -0.376
C -2.451233 -3.496020 0.405571 -0.02 0.09 0.07 -0.493
C -1.495533 -3.131492 -0.719735 -0.32 -0.29 0.42 0.691
O -1.860321 -2.632188 -1.760851 -0.05 0.18 -0.31 -0.612
N -0.200802 -3.431811 -0.418546 0.19 -0.16 0.40 -0.610
C 0.955992 -3.224702 -1.179919 0.23 0.11 -0.27 0.105
C 0.925405 -2.769593 -2.493267 -0.15 -0.01 0.01 -0.230
C 2.106028 -2.582120 -3.187554 0.33 -0.06 0.09 -0.267
C 3.331381 -2.846678 -2.589343 -0.34 -0.01 0.03 0.281
C 3.363682 -3.311795 -1.278176 0.15 0.10 -0.29 -0.271
C 2.186958 -3.496959 -0.584842 -0.16 0.07 -0.11 -0.181
H 2.221572 -3.857770 0.434078 0.01 -0.03 0.12 0.202
H 4.317894 -3.517970 -0.820886 0.12 -0.03 0.08 0.229
O 4.514887 -2.663322 -3.239030 0.21 0.02 -0.08 -0.668
H 4.348796 -2.348729 -4.135577 -0.01 -0.04 0.12 0.481
H 2.072312 -2.223405 -4.207735 -0.01 0.04 -0.09 0.211
H -0.019294 -2.562672 -2.966578 -0.04 0.01 0.00 0.261
H -0.029565 -3.832019 0.493585 -0.15 0.06 -0.15 0.396
H -3.466776 -3.408217 0.017640 0.08 -0.05 -0.06 0.233
H -2.280345 -4.535042 0.698326 -0.03 -0.02 -0.03 0.217
H -1.258486 -2.617818 1.988553 0.00 -0.01 0.10 0.189
H -2.937262 -2.940330 2.422659 0.08 -0.02 0.04 0.209
H -3.675593 -1.090376 0.918841 -0.01 -0.01 -0.11 0.209
H -1.939391 -0.635859 3.318013 0.08 0.03 0.18 0.195
H -2.906834 1.545292 3.502646 0.08 0.02 0.14 0.204
H -4.615795 0.936598 1.151058 0.04 0.03 -0.09 0.222
H -3.201246 1.865965 0.677653 -0.03 -0.02 -0.10 0.236
H -5.567353 2.791058 2.289276 -0.12 0.10 0.03 0.201
H -4.492138 4.911451 2.493248 -0.14 0.03 0.08 0.200
H -2.147792 5.220437 2.310319 0.05 -0.10 0.05 0.222
H -1.866627 3.486632 2.101039 0.08 0.04 0.06 0.216
H -3.029535 5.315179 -0.076779 -0.04 0.06 -0.14 0.198
H -1.591019 4.207060 -1.586238 -0.10 0.08 -0.10 0.198
H 0.439325 3.222188 -0.490967 0.02 0.01 0.10 0.223
H -0.549258 2.620012 0.834562 0.08 0.04 0.02 0.214
H -1.618714 1.690085 -1.768828 -0.08 -0.06 -0.15 0.202
H -0.483650 -0.382995 -1.511615 -0.14 -0.08 -0.15 0.214
H 0.822302 -0.834294 0.474576 0.00 -0.04 0.10 0.201
H 0.863049 0.874118 0.928150 0.00 -0.02 0.10 0.202
H 3.428988 0.777084 1.131464 -0.01 0.00 0.11 0.190
H 3.269496 -0.944582 0.775666 -0.05 -0.01 0.10 0.197
H 5.542196 -0.283548 0.345754 0.04 -0.08 -0.05 0.196
H 4.772780 -0.679417 -1.189153 0.04 -0.10 -0.02 0.201
H 5.153049 2.158067 -0.118592 0.00 0.14 0.06 0.198
H 6.189538 1.381161 -1.316415 0.08 0.09 -0.07 0.208
```
Forces are in eV/Å.